DFT (ωB97M-V/def2-TZVPD) results for 3 unconnected molecules or ions with the total composition C22H35B3F10N2O3 at a distorted geometry.

Geometry as XYZ:
```
75
Properties=species:S:1:pos:R:3:forces:R:3
F 2.288 -5.370 2.242 -3.09 0.96 2.58
B 1.191 -5.074 3.129 2.32 -1.27 -1.35
O 0.064 -5.956 3.047 0.17 3.21 1.87
B -1.016 -5.533 3.897 0.56 -0.56 0.13
C -2.520 -6.147 3.573 -0.08 1.21 0.62
F -2.649 -7.404 4.239 -0.18 1.96 -1.43
F -2.643 -6.287 2.138 -0.06 -0.13 2.94
C -3.556 -5.031 4.124 -2.06 1.36 -0.32
C -4.043 -4.997 5.586 -1.06 2.84 -2.58
C -5.004 -3.845 6.015 1.02 0.18 -2.98
C -5.465 -2.766 5.014 2.50 -2.72 -1.51
C -4.939 -2.850 3.541 0.65 -2.03 1.14
C -5.334 -1.740 2.437 1.43 -0.06 1.05
F -4.284 -0.757 2.489 -2.56 -1.71 -0.49
F -5.298 -2.283 1.129 -0.61 1.56 2.91
F -6.551 -1.093 2.735 2.75 -1.47 -1.22
C -3.987 -3.967 3.051 -1.51 0.43 4.29
O -0.873 -4.578 4.977 1.60 0.51 -3.31
B 0.107 -3.565 4.628 0.40 -2.07 0.98
C -0.226 -2.007 4.976 -0.54 1.25 0.51
F -1.602 -1.784 4.583 2.69 -0.30 0.72
F -0.124 -1.723 6.371 -0.22 -0.65 -2.60
C 0.654 -0.931 4.177 -0.07 2.12 0.51
F 0.150 0.365 4.580 1.12 -2.58 -0.75
F 2.036 -0.950 4.502 -2.89 -0.33 -0.39
O 1.348 -3.969 4.030 -2.94 -0.80 -1.13
H -3.683 -5.771 6.346 -0.65 1.27 -1.36
H -5.369 -3.757 7.102 0.69 -0.30 -1.96
H -6.154 -1.900 5.306 1.17 -1.56 -0.42
H -3.608 -3.984 1.970 -0.70 -0.10 1.93
H 0.537 -0.970 3.043 0.19 -0.18 1.59
C 1.228 1.827 1.351 -0.13 -0.02 0.07
C 0.895 1.936 -0.132 -0.01 -0.12 0.11
N 0.086 0.831 -0.637 0.04 -0.27 -0.20
C 0.003 0.798 -2.096 0.22 -0.06 -0.01
C -0.694 1.964 -2.794 -0.14 0.06 -0.23
C -1.171 0.581 0.064 0.10 -0.01 0.23
C -2.185 1.723 0.135 -0.30 0.02 0.05
H 1.723 0.878 1.577 -0.06 0.05 -0.06
H 1.906 2.634 1.640 -0.06 -0.06 -0.04
H 0.337 1.913 1.978 0.06 -0.02 0.00
H 1.849 1.947 -0.672 -0.20 -0.09 -0.18
H 0.420 2.908 -0.316 0.02 0.15 0.02
H -0.475 -0.137 -2.409 -0.04 0.04 0.20
H 1.025 0.732 -2.488 0.02 0.05 0.17
H -1.778 1.906 -2.691 0.05 0.09 0.04
H -0.476 1.934 -3.866 0.01 0.00 0.06
H -0.358 2.934 -2.422 -0.02 -0.06 0.01
H -0.936 0.274 1.089 0.11 0.09 -0.01
H -1.660 -0.297 -0.371 0.19 0.09 -0.17
H -1.721 2.683 0.369 0.03 -0.05 -0.03
H -2.916 1.515 0.922 0.05 0.00 -0.04
H -2.743 1.824 -0.797 0.07 0.10 0.04
C 5.113 5.238 -5.578 -0.08 0.07 0.03
C 4.825 3.746 -5.469 -0.03 0.14 0.08
N 3.912 3.398 -4.385 -0.01 -0.20 0.29
C 3.857 1.963 -4.114 0.23 0.03 0.07
C 3.304 1.055 -5.212 -0.14 -0.25 -0.02
C 2.622 4.080 -4.388 0.10 0.29 -0.01
C 1.738 3.920 -5.624 -0.30 0.00 -0.06
H 5.498 5.638 -4.635 -0.10 -0.07 -0.05
H 5.869 5.414 -6.348 -0.07 -0.05 0.04
H 4.225 5.807 -5.861 0.06 -0.01 0.04
H 5.786 3.249 -5.290 -0.21 -0.16 0.10
H 4.462 3.385 -6.439 0.04 -0.01 -0.15
H 3.287 1.791 -3.194 -0.05 0.19 -0.07
H 4.874 1.626 -3.878 0.01 0.16 -0.08
H 2.218 1.124 -5.284 0.05 0.03 -0.08
H 3.540 0.012 -4.979 0.00 0.07 0.00
H 3.736 1.273 -6.191 -0.03 0.02 0.06
H 2.799 5.149 -4.235 0.14 -0.05 -0.05
H 2.048 3.778 -3.504 0.21 -0.19 -0.03
H 2.298 4.010 -6.557 0.02 -0.02 0.06
H 0.971 4.700 -5.630 0.05 -0.04 0.00
H 1.215 2.963 -5.622 0.07 0.03 -0.12
```
Forces are in eV/Å.

As for the orbital gap: 7.6 eV. For the HOMO energy, the calculation gives -8.15 eV. As for the SMILES: FB1OB(C(F)(F)c2cccc(C(F)(F)F)c2)OB(C(F)(F)C(F)F)O1.CCN(CC)CC.CCN(CC)CC.

How positive or negative is each atom? The Mulliken charges in e answer that: -0.2956, 0.5443, -0.4355, 0.2223, 0.9105, -0.2971, -0.2953, 0.1942, -0.5575, -0.4899, -0.6022, 0.1623, 0.7710, -0.2158, -0.2419, -0.2405, -0.4149, -0.1249, 0.0735, 0.8462, -0.2049, -0.2999, 0.4550, -0.2937, -0.2758, -0.3654, 0.3676, 0.3128, 0.3498, 0.3441, 0.0823, -1.4466, -0.0013, 0.1844, -0.6112, -0.9858, -0.1669, -1.1297, 0.2374, 0.4771, 0.2957, 0.1998, 0.2568, 0.3090, 0.3580, 0.3413, 0.3688, 0.2249, -0.2582, 0.3687, 0.2344, 0.4379, 0.3045, -1.4014, -0.3389, 0.1282, -0.0861, -1.0533, -0.3873, -0.9589, 0.3281, 0.4334, 0.2911, 0.4354, 0.2571, -0.2545, 0.4025, 0.1628, 0.4193, 0.3655, 0.3676, 0.0525, 0.2955, 0.3739, 0.1837

DFT (ωB97M-V/def2-TZVPD) results for a molecular structure, C10H25N3NdO2S2 at a distorted geometry.

Geometry as XYZ:
```
43
Properties=species:S:1:pos:R:3:forces:R:3
Nd 0.075 0.124 0.018 -0.70 -0.88 -2.03
S -0.065 -2.759 0.297 -0.28 0.89 -0.78
S 0.298 2.053 -2.081 -0.47 -1.08 0.17
C 0.134 -3.377 -1.424 0.02 -0.19 0.03
C -1.882 -2.378 0.375 0.04 -0.44 0.20
C -2.603 -1.491 -0.652 -0.31 -0.05 -0.35
N -2.241 -0.041 -0.582 0.47 0.15 0.24
C -2.430 0.821 -1.791 -0.35 -0.24 -0.29
C -1.550 2.082 -1.829 0.14 0.43 -0.23
H -2.040 -2.009 1.402 -0.08 -0.28 -0.19
H -2.288 -3.391 0.304 -0.48 0.29 0.20
H -3.685 -1.603 -0.482 0.30 -0.07 -0.04
H -2.416 -1.844 -1.670 0.03 0.09 0.09
H -3.479 1.156 -1.835 0.31 -0.02 -0.07
H -2.271 0.207 -2.683 0.03 0.02 0.14
H -1.694 2.697 -0.926 -0.05 0.03 -0.33
H -1.838 2.676 -2.702 -0.50 0.04 0.34
C 0.471 1.001 -3.581 0.04 0.14 -0.15
H -2.728 0.384 0.207 -0.37 -0.04 -0.13
H -0.135 0.089 -3.572 0.04 0.23 0.21
H 1.522 0.713 -3.680 -0.15 0.20 0.14
H 0.186 1.619 -4.436 0.04 -0.11 0.11
H 1.204 -3.427 -1.651 -0.18 0.03 0.23
H -0.349 -2.758 -2.187 0.03 0.02 0.30
H -0.285 -4.387 -1.454 0.06 0.16 0.00
C -2.412 2.304 4.422 -1.70 -0.09 -0.49
C -1.125 2.329 4.703 1.81 -0.10 0.13
H -3.072 1.460 4.724 0.63 0.71 -0.18
H -2.929 3.149 3.913 0.51 -0.66 0.47
H -0.625 1.508 5.263 -0.50 0.67 -0.36
H -0.480 3.201 4.451 -0.61 -0.62 0.26
C 5.172 -0.530 0.291 1.41 -0.07 0.40
O 4.077 -0.707 -0.607 -1.68 0.52 0.67
C 2.886 -0.347 -0.208 -1.10 -1.46 -3.63
O 1.916 -0.581 -1.044 1.52 0.69 1.98
N 2.753 0.206 0.986 -1.95 1.75 3.21
N 1.231 0.838 1.867 3.50 -0.63 -0.26
H 5.339 0.519 0.544 0.02 0.11 -0.36
H 6.015 -0.916 -0.273 0.17 0.09 0.25
H 5.050 -1.095 1.218 -0.09 -0.30 -0.20
H 3.620 0.331 1.511 -0.63 0.34 0.54
H 1.236 0.355 2.773 0.50 -0.29 -0.02
H 1.438 1.821 2.082 0.55 0.04 -0.19
```
Forces are in eV/Å.

As for the orbital gap (spin up / spin down): 5.2 / 5.2 eV. For the HOMO energy (spin up / spin down), the calculation gives -17.84 / -17.84 eV. As for the multiplicity: 4. The net charge is +3.

How positive or negative is each atom? The Mulliken charges in e answer that: 1.0863, -0.0117, -0.0143, -0.7907, -0.9085, -0.5180, -0.3530, -0.5198, -0.9147, 0.4759, 0.5137, 0.4021, 0.3559, 0.4120, 0.3601, 0.4890, 0.5089, -0.7825, 0.4531, 0.2321, 0.3653, 0.4128, 0.3647, 0.2311, 0.4157, -0.5222, -0.5720, 0.2724, 0.2739, 0.2965, 0.2993, -0.9801, -0.2340, 0.9111, -0.4512, -0.1990, -0.4562, 0.4279, 0.2598, 0.4407, 0.2251, 0.3697, 0.3727

DFT (ωB97M-V/def2-TZVPD) results for a molecular structure, C34H26F8NO2P2Pt at a distorted geometry.

Geometry as XYZ:
```
74
Properties=species:S:1:pos:R:3:forces:R:3
Pt 0.131 0.007 0.418 -0.47 1.91 -0.74
C 2.453 2.440 0.434 -0.04 -0.05 0.11
P 2.359 0.666 -0.103 -0.75 -0.14 0.61
C 3.530 -0.348 0.837 -0.17 -0.08 -0.10
C 4.614 0.090 1.583 -0.10 0.00 -0.19
C 5.374 -0.833 2.281 0.12 0.06 0.12
C 5.063 -2.182 2.228 0.04 -0.10 0.03
C 3.979 -2.621 1.486 0.20 -0.10 -0.03
C 3.213 -1.705 0.796 -0.01 0.13 -0.08
C 3.121 0.783 -1.733 -0.09 -0.26 -0.38
C 4.289 0.106 -2.078 -0.23 0.14 0.27
C 4.834 0.278 -3.335 0.12 0.07 -0.32
C 4.213 1.106 -4.257 0.05 -0.08 0.00
C 3.022 1.742 -3.933 0.07 0.09 -0.19
C 2.473 1.581 -2.680 0.09 -0.16 0.33
C 1.065 2.993 0.580 0.49 0.10 -0.16
C 0.612 4.245 0.935 0.09 0.05 0.01
C -0.794 4.154 1.042 -0.11 0.00 -0.03
C -1.131 2.848 0.746 -0.58 0.10 -0.09
C -2.427 2.104 0.848 0.09 -0.14 0.13
P -2.226 0.377 0.158 1.08 0.88 -0.16
C -2.658 0.658 -1.582 0.05 -0.21 -0.02
C -3.893 1.156 -1.982 0.17 0.04 0.07
C -4.194 1.252 -3.328 -0.15 0.08 -0.08
C -3.263 0.862 -4.276 0.00 0.02 -0.13
C -2.017 0.403 -3.882 -0.06 0.06 -0.14
C -1.715 0.304 -2.537 0.11 -0.11 -0.02
C -3.649 -0.466 0.880 0.18 -0.38 0.23
C -3.598 -0.662 2.258 0.08 0.15 -0.17
C -4.563 -1.422 2.889 -0.12 -0.08 0.15
C -5.581 -2.002 2.148 -0.02 0.04 0.06
C -5.621 -1.829 0.775 -0.15 0.01 0.00
C -4.656 -1.073 0.140 0.06 0.11 0.00
N -0.004 2.180 0.427 0.24 -2.53 0.19
H 3.049 3.003 -0.293 -0.02 -0.12 0.14
H 2.964 2.469 1.402 0.02 -0.05 -0.05
H 4.862 1.141 1.622 0.01 0.10 0.05
H 6.205 -0.499 2.886 0.08 0.04 0.01
H 5.667 -2.893 2.770 0.05 -0.06 0.10
H 3.727 -3.671 1.447 -0.03 -0.06 0.03
H 2.345 -2.030 0.237 -0.07 -0.08 0.04
H 4.770 -0.535 -1.351 0.03 -0.01 -0.01
H 5.751 -0.231 -3.597 0.06 -0.03 -0.03
H 4.653 1.253 -5.231 0.04 -0.02 -0.14
H 2.527 2.366 -4.662 -0.04 0.07 -0.07
H 1.544 2.068 -2.408 -0.08 0.05 -0.04
H 1.219 5.114 1.114 0.11 0.13 0.01
H -1.472 4.941 1.319 -0.11 0.08 0.02
H -3.252 2.620 0.344 0.05 -0.09 0.05
H -2.696 1.999 1.905 -0.04 -0.06 -0.09
H -4.622 1.456 -1.241 -0.08 -0.01 0.04
H -5.162 1.622 -3.639 -0.05 0.03 -0.02
H -3.513 0.918 -5.326 0.00 0.02 -0.11
H -1.290 0.106 -4.624 0.08 -0.02 -0.06
H -0.749 -0.068 -2.198 -0.16 0.02 -0.05
H -2.774 -0.236 2.817 0.03 -0.02 0.13
H -4.507 -1.580 3.957 -0.01 0.00 0.08
H -6.344 -2.589 2.636 -0.06 -0.12 0.09
H -6.402 -2.297 0.191 -0.05 -0.04 -0.03
H -4.678 -0.977 -0.934 0.06 -0.05 -0.08
F -1.965 -4.832 -0.997 0.02 0.22 -0.04
C -1.275 -4.243 0.004 0.05 -0.08 -0.32
F -1.992 -4.451 1.123 0.09 0.28 0.02
F -0.137 -4.948 0.130 0.02 0.19 0.07
C -1.036 -2.701 -0.274 -0.87 -0.98 -0.27
O -2.023 -2.082 -0.653 -0.33 -0.35 -0.04
O 0.125 -2.319 -0.075 1.05 1.43 0.62
F -0.401 0.809 3.222 -0.48 0.25 0.41
C 0.543 -0.004 2.631 -0.16 -0.57 -0.64
F 1.737 0.634 2.914 0.52 0.31 0.44
C 0.559 -1.305 3.450 0.03 0.13 0.43
F -0.050 -2.319 2.824 -0.18 -0.08 -0.20
F 1.807 -1.713 3.725 0.27 -0.12 -0.11
F -0.067 -1.190 4.643 -0.13 0.03 0.31
```
Forces are in eV/Å.

As for the orbital gap (spin up / spin down): 6.0 / 6.0 eV. For the HOMO energy (spin up / spin down), the calculation gives -3.49 / -3.63 eV. The net charge is -1.

How positive or negative is each atom? The Mulliken charges in e answer that: 4.4590, -1.1216, -0.2666, 0.4616, -0.4002, -0.7295, -0.4785, -0.7221, -0.3290, 0.5693, -0.6888, -0.7207, -0.5279, -0.7130, -0.3903, -0.0168, -1.0154, -1.2902, 0.1241, -1.0928, -0.1689, 0.9528, -0.3679, -0.8327, -0.6170, -0.8600, -0.4731, 0.9148, -0.8120, -0.7931, -0.4938, -0.8222, -0.2941, 0.0912, 0.6441, 0.3972, 0.4227, 0.3729, 0.3635, 0.4374, 0.3408, 0.4153, 0.4123, 0.3729, 0.4347, 0.3676, 0.5264, 0.4986, 0.6335, 0.4268, 0.4248, 0.4048, 0.3729, 0.4609, 0.3393, 0.2082, 0.4255, 0.3716, 0.3794, 0.4793, -0.2850, 0.6232, -0.2731, -0.2740, 0.0627, -0.4244, -0.5927, -0.3193, -0.5776, -0.1720, 0.5370, -0.1821, -0.2748, -0.3161